Run one
Formula: C4H9N
Source: the Open Molecules 2025 dataset
Level of theory: ωB97M-V/def2-TZVPD

Structure (XYZ):
```
14
Properties=species:S:1:pos:R:3
C 1.04 -0.67 -0.09
C -0.55 -1.10 -0.08
C -1.22 0.40 -0.29
C 0.84 0.70 0.66
H 1.47 -0.44 -1.25
H 1.90 -1.43 0.47
H -1.02 -1.53 0.98
H -0.87 -2.07 -0.94
H -2.16 0.50 0.50
H -1.64 0.50 -1.43
H 0.17 1.82 -0.97
H 1.76 1.31 0.77
H 0.49 0.57 1.75
N -0.21 1.44 -0.08
```

## Properties
total charge = 0
LUMO energy = 0.0391 Eh
HOMO-LUMO gap = 10.09 eV
E_HOMO = -9.024 eV

natural (NBO) atomic charge list, values in e, 2 entries:
1 C -0.44
2 C -0.45

---

Run two
Formula: C4H9N
Source: the Open Molecules 2025 dataset
Level of theory: ωB97M-V/def2-TZVPD

Structure (XYZ):
```
14
Properties=species:S:1:pos:R:3
C 1.18 0.55 -1.93
C 0.11 -0.19 -1.16
C 0.12 -0.25 0.16
C -1.05 -0.55 1.07
N -0.92 -0.13 2.46
H 1.69 -0.12 -2.62
H 0.74 1.43 -2.39
H 1.93 0.96 -1.25
H -0.69 -0.58 -1.78
H 0.99 0.15 0.67
H -1.95 -0.13 0.62
H -1.32 -1.62 0.98
H 0.02 -0.41 2.73
H -0.85 0.89 2.43
```

## Properties
SMILES string = C/C=C/CN
total charge = 0
LUMO energy = 0.0432 Eh
HOMO-LUMO gap = 10.41 eV
E_HOMO = -9.229 eV

natural (NBO) atomic charge list, values in e, 2 entries:
1 C -0.63
2 C -0.17

---

Name the least stable of them. run one.

---

Run one
Formula: C4H9N
Source: the Open Molecules 2025 dataset
Level of theory: ωB97M-V/def2-TZVPD

Structure (XYZ):
```
14
Properties=species:S:1:pos:R:3
C -1.30 -1.32 1.28
C -0.76 -0.07 1.17
C -0.58 0.61 -0.18
C 0.93 0.81 -0.57
N 1.66 -0.41 -0.86
H -2.35 -1.46 1.52
H -0.76 -2.18 0.87
H -0.98 0.66 1.99
H -0.99 1.61 -0.19
H -0.98 0.16 -1.10
H 0.90 1.50 -1.42
H 1.36 1.21 0.35
H 1.22 -0.83 -1.67
H 2.61 -0.30 -1.18
```

## Properties
SMILES string = C=CCCN
total charge = 0
LUMO energy = 0.0180 Eh
HOMO-LUMO gap = 8.48 eV
E_HOMO = -7.991 eV

natural (NBO) atomic charge list, values in e, 2 entries:
1 C -0.38
2 C -0.18

---

Run two
Formula: C4H9N
Source: the Open Molecules 2025 dataset
Level of theory: ωB97M-V/def2-TZVPD

Structure (XYZ):
```
14
Properties=species:S:1:pos:R:3
C 2.22 -0.43 0.60
C 1.14 -0.02 -0.05
C 0.97 0.20 -1.53
H 2.21 -0.56 1.68
H 3.22 -0.48 0.16
H 0.21 -0.04 0.49
H -0.09 0.15 -1.74
H 1.60 -0.50 -2.08
H 1.31 1.20 -1.82
C -2.51 -0.06 1.23
N -2.17 0.14 0.03
H -2.03 -0.84 1.79
H -3.35 0.44 1.71
H -2.74 0.83 -0.46
```

## Properties
SMILES string = C=CC.C=N
total charge = 0
LUMO energy = 0.0402 Eh
HOMO-LUMO gap = 10.37 eV
E_HOMO = -9.278 eV

natural (NBO) atomic charge list, values in e, 2 entries:
1 C -0.42
2 C -0.16

---

Name the least stable of them. run one.

---

Run one
Formula: C5H16NO
Source: the Open Molecules 2025 dataset
Level of theory: ωB97M-V/def2-TZVPD

Structure (XYZ):
```
23
Properties=species:S:1:pos:R:3
C -0.86 -0.49 1.38
C -0.31 -0.63 0.01
C 1.17 -0.34 -0.41
C 2.17 -1.15 0.46
C 1.29 -0.72 -1.95
N -1.44 0.96 1.57
H -0.16 -0.76 2.14
H -1.67 -1.24 1.63
H -0.98 0.07 -0.59
H -0.40 -1.60 -0.47
H 1.23 0.76 -0.40
H 2.62 -0.44 1.12
H 3.06 -1.56 -0.12
H 1.70 -2.09 0.82
H 0.67 -0.09 -2.61
H 2.36 -0.52 -2.26
H 1.16 -1.78 -2.18
H -2.19 0.80 2.29
H -0.67 1.63 1.93
H -1.83 1.28 0.60
H -1.57 2.97 -0.94
H -3.05 2.51 -1.28
O -2.29 2.43 -0.74
```

## Properties
2S+1 = 2
total charge = 0
LUMO energy (spin up / spin down) = 0.0272 / 0.0178 Eh
HOMO-LUMO gap (spin up / spin down) = 3.96 / 11.47 eV
E_HOMO (spin up / spin down) = -3.218 / -10.990 eV

natural (NBO) atomic charge list, values in e, 2 entries:
1 C -0.33
2 C -0.44

---

Run two
Formula: C5H16NO
Source: the Open Molecules 2025 dataset
Level of theory: ωB97M-V/def2-TZVPD

Structure (XYZ):
```
23
Properties=species:S:1:pos:R:3
C -0.59 0.06 1.10
C 0.69 0.68 0.53
C 1.88 -0.23 0.22
C 1.28 -1.60 -0.18
C 2.72 0.30 -0.98
N -3.65 -0.10 0.72
H -0.99 -0.67 0.44
H -1.35 0.83 1.19
H -0.55 -0.37 2.12
H 1.03 1.65 1.04
H 2.59 -0.46 1.04
H 0.43 -1.52 -0.88
H 0.82 -2.14 0.62
H 2.00 -2.16 -0.78
H 3.68 -0.25 -0.93
H 2.84 1.38 -0.91
H 2.08 0.05 -1.86
H -1.19 2.17 -2.00
H -3.55 0.56 -0.03
H -0.64 1.29 -0.85
H -4.43 -0.02 1.37
H -3.65 -1.02 0.36
O -1.46 1.57 -1.33
```

## Properties
2S+1 = 2
total charge = 0
LUMO energy (spin up / spin down) = 0.0369 / -0.0081 Eh
HOMO-LUMO gap (spin up / spin down) = 9.41 / 9.23 eV
E_HOMO (spin up / spin down) = -8.406 / -9.455 eV

natural (NBO) atomic charge list, values in e, 2 entries:
1 C -0.71
2 C -0.09

---

Name the least stable of them. run one.